1.
The following is a DFT calculation (ωB97M-V/def2-TZVPD) of 2 unconnected molecules or ions with the total composition C6H12N2.

Structure (XYZ):
```
20
Properties=species:S:1:pos:R:3:nbo_charge:R:1
C -1.1781 -0.4599 -0.5720 0.11
C 0.5675 1.6036 1.6323 -0.42
C 2.2603 0.3562 0.4817 -0.35
C -1.8848 -1.1080 0.5870 -0.63
N 1.5188 1.4107 0.7337 -0.37
C -0.3223 -1.1116 -1.3086 -0.02
N -1.5671 0.8707 -0.8209 -0.82
C 0.4949 -1.7837 -2.0557 -0.46
H 1.7011 2.2110 0.1244 0.41
H -0.9591 1.3426 -1.4761 0.37
H -1.6676 1.4053 0.0348 0.37
H 0.3497 0.8265 2.3469 0.19
H 0.1377 2.5768 1.7455 0.19
H 2.1042 -0.5430 1.0568 0.19
H 2.9194 0.3698 -0.3549 0.19
H -2.9579 -1.1152 0.3946 0.22
H -1.5363 -2.1316 0.7138 0.23
H -1.6986 -0.5492 1.5060 0.21
H 0.1696 -2.3140 -2.9434 0.20
H 1.5488 -1.8569 -1.8259 0.20
```

Results
largest force on an atom	0.6	eV/Å
E_LUMO	0.03142	Eh
E_HOMO	-6.8	eV
energy above the lowest of the compared OMol25 structures with the same formula, charge and spin	93.9	kcal/mol
electronic energy	-345.1782	Eh


2.
The following is a DFT calculation (ωB97M-V/def2-TZVPD) of 3 unconnected molecules or ions with the total composition C6H12N2.

Structure (XYZ):
```
20
Properties=species:S:1:pos:R:3:nbo_charge:R:1
C -0.6012 -2.4755 -0.0500 -0.42
C 1.5979 0.2332 -1.6640 -0.69
C -1.6290 1.8330 0.9619 -0.71
C 0.8832 0.3977 1.0559 -0.92
C 0.6321 -0.5465 -0.8580 0.61
C -1.0012 1.0474 -0.1144 0.40
N -1.0705 0.6129 -1.2147 -0.44
N 0.3669 -1.7286 -0.7877 -0.50
H -1.6136 -2.1525 -0.3091 0.21
H -0.5040 -3.5375 -0.2717 0.21
H -0.4540 -2.3233 1.0258 0.19
H 1.4408 -0.0002 -2.7178 0.24
H 2.6100 -0.0519 -1.3711 0.24
H 1.4608 1.2968 -1.5046 0.24
H -2.5319 2.3020 0.5639 0.25
H -0.9493 2.5978 1.3346 0.25
H -1.9006 1.1854 1.7963 0.25
H 0.2653 0.0893 1.8990 0.20
H 1.7868 -0.2144 1.0908 0.21
H 1.2115 1.4349 1.1351 0.20
```

Results
largest force on an atom	3.1	eV/Å
E_LUMO	0.03012	Eh
E_HOMO	-7.4	eV
energy above the lowest of the compared OMol25 structures with the same formula, charge and spin	112.0	kcal/mol
electronic energy	-345.1494	Eh


3.
The following is a DFT calculation (ωB97M-V/def2-TZVPD) of 2 unconnected molecules or ions with the total composition C6H12N2.

Structure (XYZ):
```
20
Properties=species:S:1:pos:R:3:nbo_charge:R:1
C 1.8247 -0.3156 -1.2593 -0.39
C 1.3029 -0.8456 -0.1686 -0.18
C 0.6882 -0.0973 0.9571 0.16
C 0.6832 1.4105 0.8861 -0.63
N -0.4548 -0.6744 1.6126 -0.45
N 0.8551 -0.7359 2.2405 -0.46
H 1.8549 0.7445 -1.4375 0.19
H 2.2433 -0.9351 -2.0300 0.20
H 1.3044 -1.9158 -0.0174 0.21
H 0.2510 1.7358 -0.0539 0.22
H 0.0808 1.8087 1.6954 0.23
H 1.6982 1.7938 0.9655 0.21
H -0.6881 -1.6027 1.2575 0.34
H 0.8729 -0.0654 3.0022 0.34
C -1.7207 -0.4333 -1.6665 -0.39
C -2.4532 0.3324 -0.8852 -0.38
H -1.0436 -0.0232 -2.3991 0.19
H -1.7625 -1.5110 -1.6129 0.19
H -2.4121 1.4090 -0.9364 0.19
H -3.1246 -0.0793 -0.1501 0.20
```

Results
largest force on an atom	0.9	eV/Å
E_LUMO	0.04102	Eh
E_HOMO	-9.3	eV
energy above the lowest of the compared OMol25 structures with the same formula, charge and spin	73.8	kcal/mol
electronic energy	-345.2102	Eh
SMILES	C=CC1(C)NN1.C=C


4.
The following is a DFT calculation (ωB97M-V/def2-TZVPD) of C6H12N2 in the gas phase.

Structure (XYZ):
```
20
Properties=species:S:1:pos:R:3:nbo_charge:R:1
C -0.6275 1.8502 0.1181 0.10
N -1.5760 1.0880 -0.3012 -0.28
N -1.5117 -0.2065 0.2294 -0.52
C -1.1697 -1.1007 -0.8887 -0.22
C 0.3084 -0.8250 -1.1727 -0.43
C 1.0818 -1.0382 0.1167 -0.41
C 1.4019 0.3890 0.7116 -0.34
C 0.3102 1.4146 1.1519 -0.52
H -0.5779 2.7214 -0.4413 0.19
H -2.5792 -0.3525 0.4493 0.36
H -1.7670 -0.8385 -1.8031 0.18
H -1.4677 -2.0812 -0.6208 0.20
H 0.5732 -1.7208 -1.9487 0.21
H 0.3200 0.2279 -1.5128 0.22
H 2.0704 -1.3516 -0.3239 0.21
H 0.7325 -1.8270 0.9083 0.22
H 2.0539 0.0003 1.6404 0.20
H 2.0055 0.8125 0.0835 0.17
H 0.6202 2.1665 1.7808 0.22
H -0.2012 0.6714 1.8234 0.25
```

Results
largest force on an atom	6.8	eV/Å
E_LUMO	0.04084	Eh
E_HOMO	-8.5	eV
energy above the lowest of the compared OMol25 structures with the same formula, charge and spin	83.3	kcal/mol
electronic energy	-345.1951	Eh
SMILES	C1=N\NCCCCC/1


5.
The following is a DFT calculation (ωB97M-V/def2-TZVPD) of 2 unconnected molecules or ions with the total composition C6H12N2.

Structure (XYZ):
```
20
Properties=species:S:1:pos:R:3:nbo_charge:R:1
C 2.2958 1.1323 -1.2286 -0.64
C 1.0333 1.2759 -0.4483 0.09
C 0.5383 2.3374 0.2441 -0.12
N -0.7035 1.9760 0.6999 -0.53
C -0.9432 0.7375 0.1980 0.17
N 0.0724 0.2946 -0.4796 -0.46
H 2.7321 2.0532 -1.6077 0.22
H 2.1278 0.4622 -2.0643 0.23
H 3.0363 0.6275 -0.5930 0.22
H 1.0692 3.2360 0.5089 0.21
H -1.3639 2.6678 1.0217 0.42
H -1.8191 0.1871 0.5116 0.20
C -1.3598 -2.8019 0.9848 -0.62
C -0.6799 -3.6057 -0.1022 -0.62
H -1.2944 -3.2791 1.9659 0.20
H -1.0541 -1.7653 1.1027 0.21
H -2.4495 -2.7224 0.8836 0.20
H 0.2357 -3.0998 -0.4032 0.22
H -0.3648 -4.5879 0.2316 0.20
H -1.2453 -3.6885 -1.0341 0.21
```

Results
largest force on an atom	1.6	eV/Å
E_LUMO	0.03277	Eh
E_HOMO	-8.6	eV
energy above the lowest of the compared OMol25 structures with the same formula, charge and spin	7.2	kcal/mol
electronic energy	-345.3164	Eh
SMILES	Cc1c[nH]cn1.CC


6.
The following is a DFT calculation (ωB97M-V/def2-TZVPD) of C6H12N2 in the gas phase.

Structure (XYZ):
```
20
Properties=species:S:1:pos:R:3:nbo_charge:R:1
C 1.0203 -0.4253 1.8762 -0.64
N 0.6252 -2.0461 -0.5627 -0.74
C -0.3747 -1.2880 -0.0506 0.22
C -0.3082 -0.5116 1.1514 -0.33
H 0.5687 -2.2837 -1.5413 0.40
H 1.5598 -1.8601 -0.2313 0.40
H -1.3440 -1.4483 -0.5041 0.21
H -1.1194 -0.7134 1.8499 0.24
H 1.8471 -0.2327 1.1914 0.20
H 1.2236 -1.3322 2.4507 0.21
H 0.9916 0.4264 2.5539 0.26
C -0.6630 1.1272 0.3202 0.06
C -0.0905 0.8816 -1.1466 -0.25
C -0.8368 0.8907 -2.2573 -0.43
N -0.1470 2.1474 0.9848 -0.88
H 0.1251 2.9109 0.3647 0.34
H -1.7574 1.0680 0.2188 0.15
H 0.9902 0.9806 -1.2155 0.19
H -0.3984 0.9417 -3.2454 0.20
H -1.9121 0.7670 -2.2074 0.19
```

Results
largest force on an atom	2.0	eV/Å
E_LUMO	0.00621	Eh
E_HOMO	-6.7	eV
energy above the lowest of the compared OMol25 structures with the same formula, charge and spin	103.6	kcal/mol
electronic energy	-345.1628	Eh


Record-wise orbital gap values, in Eh: 0.28014, 0.30058, 0.38308, 0.35204, 0.35029, 0.25164